Entry 1:
DFT (ωB97M-V with the def2-TZVPD basis set) results for a single C5H6O2 molecule at a distorted geometry.

Last column: natural (NBO) charge in e.
Positions of all 13 atoms, in Å:
C  -1.50973  -0.56953  -0.38264  -0.543
C  -0.52917  0.45777  0.68044  0.040
O  0.12504  -0.80444  0.84942  -0.487
C  1.19297  -0.86644  0.01008  0.720
O  1.63380  -1.92727  -0.35450  -0.573
C  1.56217  0.53599  -0.26441  -0.303
C  0.58062  1.33933  0.18185  -0.178
H  -1.49979  -1.69967  -0.29931  0.237
H  -2.49376  -0.22623  -0.15147  0.199
H  -1.10812  -0.32802  -1.36267  0.211
H  -1.05776  0.83449  1.58321  0.208
H  2.50432  0.79563  -0.72674  0.238
H  0.60544  2.43065  0.19955  0.232

Forces on atoms 1 to 2 (eV/Å):
-0.6 2.0 0.0
-1.0 -2.4 -1.0

Properties
- Spin multiplicity: 1
- Relative energy (zero: lowest compared OMol25 entry of this formula, charge and spin): 2.627 eV
- Frontier orbital gap: 9.553 eV

Entry 2:
DFT (ωB97M-V with the def2-TZVPD basis set) results for a single C5H6O2 molecule.

Last column: natural (NBO) charge in e.
Positions of all 13 atoms, in Å:
O  0.28585  1.51770  -1.40529  -0.705
C  -0.46108  0.32473  -1.23106  -0.113
C  0.43234  -0.85927  -0.93642  -0.292
C  0.99431  -1.24087  0.20610  0.137
O  0.85827  -0.71322  1.48306  -0.478
C  -0.15841  0.04318  1.80882  0.302
C  -1.05008  0.73505  2.21896  -0.368
H  0.67694  1.73719  -0.54960  0.467
H  -1.23184  0.44914  -0.46430  0.189
H  -0.96779  0.15652  -2.18443  0.190
H  0.75325  -1.44888  -1.79160  0.222
H  1.70981  -2.05283  0.26318  0.201
H  -1.84156  1.35157  2.58257  0.248

Forces on atoms 1 to 2 (eV/Å):
0.1 0.1 0.2
-0.3 -0.3 0.0

Properties
- Spin multiplicity: 1
- Relative energy (zero: lowest compared OMol25 entry of this formula, charge and spin): 3.743 eV
- Frontier orbital gap: 10.211 eV